(1)
A structure of composition C37H55P2PtSbSe4Si. Source: OMol25; level of theory: wB97M-V/def2-TZVPD.

```
101
Properties=species:S:1:pos:R:3:forces:R:3:mulliken_charge:R:1
Pt -1.1849 -0.8933 -0.1234 0.7 0.4 -0.5 1.24
C -2.4487 -1.1456 3.3058 -0.1 -0.1 0.0 -1.12
Si -1.0197 -0.9515 2.1349 0.2 0.2 0.0 0.46
C 0.3188 -2.2171 2.5698 -0.1 -0.2 0.2 0.79
C 0.3817 -2.9145 3.7797 0.1 0.1 0.0 -0.53
C 1.3515 -3.8780 3.9974 0.1 0.0 -0.1 -0.75
C 2.2835 -4.1647 3.0016 -0.1 0.0 0.2 -0.84
C 2.2271 -3.4886 1.7950 0.1 0.0 -0.1 -0.29
C 1.2412 -2.5302 1.5749 0.0 0.1 -0.1 -0.33
P 1.0107 -1.6097 0.0024 -0.8 -0.6 0.3 0.36
C 1.3259 -2.8823 -1.2882 0.1 0.1 -0.1 0.64
C 1.5847 -2.2336 -2.6628 0.0 0.0 -0.1 0.23
C 1.2512 -3.1892 -3.8174 0.0 0.0 0.0 -0.90
C 1.5818 -4.6214 -3.4165 0.0 0.0 0.0 -0.74
C 0.6361 -5.0685 -2.2925 -0.2 -0.1 0.0 -0.90
C 0.1984 -3.9023 -1.3903 0.1 -0.1 -0.1 -0.49
C 2.6461 -0.7088 -0.0358 0.1 0.0 0.0 -0.01
C 3.0559 -0.1467 1.3429 -0.1 -0.1 0.0 -0.48
C 4.1367 0.9387 1.2308 0.0 0.0 0.1 -0.84
C 5.0759 0.6451 0.0661 0.0 0.0 0.0 -0.85
C 4.3034 0.7276 -1.2602 0.0 0.0 -0.1 -1.32
C 2.8176 0.4050 -1.0640 -0.1 -0.1 -0.2 -0.10
C -0.2765 0.7649 2.6182 0.1 0.0 0.2 -0.22
C 0.3536 0.9318 3.8575 0.1 -0.1 -0.1 -0.47
C 0.9900 2.1128 4.1987 0.0 0.1 0.0 -0.84
C 0.9879 3.1777 3.3045 0.0 0.0 0.1 -0.90
C 0.3199 3.0546 2.0975 0.0 0.0 -0.1 -0.49
C -0.3127 1.8614 1.7445 -0.2 -0.1 -0.1 1.38
P -1.3490 1.6248 0.2274 -0.1 0.0 0.0 -0.70
C -2.6749 2.8991 0.5778 -0.2 0.0 0.0 0.24
C -3.5549 2.4511 1.7515 0.0 0.0 0.0 -1.45
C -4.4102 1.2250 1.4084 0.0 0.0 0.0 0.44
C -5.0702 1.3253 0.0250 -0.1 0.0 0.0 -0.40
C -5.0111 2.7430 -0.5117 -0.1 0.1 0.0 -1.17
C -3.5602 3.1937 -0.6702 0.1 0.0 0.0 -0.67
C -0.4015 2.4604 -1.1363 0.0 0.1 -0.1 1.41
C -0.5010 3.9786 -1.3065 0.0 0.0 0.0 -0.90
C 0.6357 4.4690 -2.2134 0.0 0.0 0.0 -1.12
C 0.9088 3.4978 -3.3767 0.0 0.0 0.0 -0.34
C -0.3252 2.6567 -3.6838 0.0 0.0 0.0 -1.09
C -0.6915 1.7699 -2.4876 0.0 -0.1 0.0 0.37
H -2.0315 -1.0996 4.3188 0.0 0.0 0.0 0.45
H -2.9639 -2.0893 3.1461 0.0 -0.2 0.0 0.29
H -3.1801 -0.3495 3.2050 0.0 0.1 0.0 0.38
H -0.3644 -2.7311 4.5427 0.0 0.0 0.0 0.37
H 1.3647 -4.4304 4.9292 0.0 0.0 0.0 0.38
H 3.0339 -4.9300 3.1616 0.0 0.0 0.0 0.38
H 2.9518 -3.7294 1.0240 0.0 0.0 0.0 0.35
H 2.2293 -3.4095 -0.9558 0.1 0.0 -0.1 0.52
H 2.6326 -1.9229 -2.7406 0.0 0.0 0.0 0.16
H 0.9785 -1.3271 -2.7666 -0.1 0.0 0.0 -0.69
H 1.7947 -2.8856 -4.7180 0.0 0.0 0.0 0.53
H 0.1866 -3.1232 -4.0538 0.0 0.0 0.0 0.30
H 2.6245 -4.6551 -3.0760 0.0 0.0 0.0 0.27
H 1.5171 -5.2987 -4.2720 0.0 0.0 0.0 0.45
H 1.1123 -5.8497 -1.6927 0.0 0.0 0.0 0.30
H -0.2640 -5.5141 -2.7234 0.0 0.0 0.0 0.47
H -0.1028 -4.2685 -0.4091 0.0 0.0 0.0 -0.38
H -0.7020 -3.4180 -1.7794 0.1 0.0 0.0 0.08
H 3.3314 -1.5235 -0.3123 0.1 0.0 0.1 0.76
H 3.4185 -0.9622 1.9705 0.0 0.0 0.0 0.55
H 2.1801 0.2619 1.8509 0.0 0.0 0.0 -0.50
H 4.6863 0.9966 2.1733 0.0 0.0 0.0 0.58
H 3.6729 1.9199 1.0891 0.0 0.0 0.0 0.21
H 5.4950 -0.3576 0.1949 0.0 0.0 0.0 0.30
H 5.9245 1.3344 0.0566 0.0 0.0 0.0 0.52
H 4.7313 0.0379 -1.9941 0.0 0.0 0.0 0.35
H 4.3999 1.7319 -1.6842 0.0 0.0 0.0 0.47
H 2.3593 0.1641 -2.0246 0.0 0.1 0.1 0.64
H 2.3104 1.2846 -0.6795 -0.1 0.2 0.0 -0.49
H 0.3812 0.0994 4.5535 0.0 0.0 0.0 0.28
H 1.4935 2.2047 5.1546 0.0 0.0 0.0 0.34
H 1.4905 4.1050 3.5544 0.0 0.0 0.0 0.37
H 0.2967 3.9045 1.4257 0.0 0.0 0.0 0.11
H -2.1487 3.8174 0.8595 0.0 0.0 0.1 0.92
H -4.2094 3.2887 2.0179 0.0 0.0 0.0 0.52
H -2.9357 2.2579 2.6335 0.0 0.0 0.0 0.43
H -5.1656 1.0897 2.1864 0.0 0.0 0.0 0.41
H -3.8116 0.3179 1.4143 0.1 -0.1 0.0 -0.66
H -6.0975 0.9625 0.0708 0.0 0.0 0.0 0.47
H -4.5576 0.6504 -0.6639 0.0 0.0 0.0 -0.28
H -5.5414 3.4291 0.1596 0.0 0.0 0.0 0.40
H -5.5163 2.8085 -1.4799 0.0 0.0 0.0 0.51
H -3.5292 4.2679 -0.8824 0.0 0.0 0.0 0.09
H -3.1509 2.6988 -1.5542 0.0 0.0 0.0 0.06
H 0.6287 2.2350 -0.8760 0.3 0.0 0.1 -0.24
H -0.4480 4.5085 -0.3555 0.0 0.0 0.0 0.33
H -1.4718 4.2314 -1.7364 0.1 0.0 0.0 0.29
H 1.5416 4.5796 -1.6091 0.0 0.0 0.0 0.31
H 0.3995 5.4653 -2.5997 0.0 0.0 0.0 0.51
H 1.7331 2.8262 -3.1164 0.0 0.0 0.0 -0.05
H 1.2331 4.0523 -4.2612 0.0 0.0 0.0 0.49
H -0.1583 2.0284 -4.5616 0.0 0.0 0.0 0.49
H -1.1589 3.3195 -3.9376 0.0 0.0 0.0 0.37
H -0.1269 0.8332 -2.5322 0.0 0.0 0.0 -0.71
H -1.7366 1.4580 -2.5508 0.0 0.0 0.0 0.27
Se -4.6314 -5.3390 -1.8621 0.0 -0.1 0.0 -0.82
Sb -3.9915 -3.7460 -0.1459 0.1 0.3 0.0 0.72
Se -3.1512 -1.6280 -1.3979 0.2 0.3 0.0 -0.89
Se -2.1078 -4.3408 1.2790 0.1 -0.2 0.4 -0.60
Se -5.7105 -2.6105 1.1582 -0.2 -0.1 0.0 -0.73
```
Forces are in eV/Å.

Summary:
- Energy above the lowest of the compared OMol25 structures with the same formula, charge and spin: 8.96 kcal/mol
- E: -336893.4789 eV
- Spin multiplicity: 1
- LUMO level (spin up / spin down): 3.7 / 3.7 eV
- Charge: -2
- Gap between HOMO and LUMO (spin up / spin down): 4.594 / 4.595 eV



(2)
The molecule C5H10O. Source: OMol25; level of theory: wB97M-V/def2-TZVPD.

```
16
Properties=species:S:1:pos:R:3:forces:R:3:nbo_charge:R:1
C -0.4558 1.3468 -0.6134 0.0 0.1 0.0 -0.60
C -0.5168 -0.0039 0.1088 0.0 0.0 0.1 -0.26
C -1.4804 -0.9559 -0.6096 0.0 0.0 0.0 -0.60
C 0.8385 -0.6576 0.3655 -0.1 0.0 -0.2 0.06
C 1.9684 0.0693 0.9498 0.2 0.2 -0.1 -0.11
O 1.1716 -0.7881 1.7482 0.1 -0.2 0.2 -0.50
H 0.3098 2.0048 -0.1895 -0.1 -0.1 -0.1 0.21
H -1.4192 1.8616 -0.5170 0.1 -0.1 -0.1 0.21
H -0.2493 1.2291 -1.6847 0.0 0.0 0.2 0.20
H -0.9020 0.1773 1.1198 0.0 0.0 -0.1 0.22
H -2.5183 -0.6427 -0.4533 0.2 0.0 -0.1 0.21
H -1.3830 -1.9842 -0.2437 0.0 0.2 0.0 0.21
H -1.2969 -0.9624 -1.6922 0.0 0.0 0.2 0.20
H 1.0735 -1.5541 -0.2157 -0.1 0.2 0.1 0.18
H 2.9888 -0.2790 0.7834 -0.2 0.1 0.0 0.18
H 1.8711 1.1390 1.1437 0.0 -0.2 0.1 0.18
```
Forces are in eV/Å.

Summary:
- Energy above the lowest of the compared OMol25 structures with the same formula, charge and spin: 32.06 kcal/mol
- SMILES string: CC(C)[C@H]1CO1
- E: -7393.3751 eV
- Spin multiplicity: 1
- LUMO level: 1.1 eV
- Gap between HOMO and LUMO: 11.231 eV



(3)
A cluster of 3 separate species, CHBrClFN5O3 in total. Source: OMol25; level of theory: wB97M-V/def2-TZVPD.

```
13
Properties=species:S:1:pos:R:3:forces:R:3:nbo_charge:R:1
C 0.5691 0.4672 -0.2791 -1.0 -1.9 0.1 -0.06
N -4.1468 0.9096 1.9147 1.5 -1.2 0.6 0.44
N -0.6043 0.6784 0.1827 -0.2 0.7 -1.4 0.12
N -3.3423 0.2117 2.1894 1.1 -1.6 1.3 -0.09
N -1.7309 0.8414 0.3273 1.8 0.0 1.3 -0.03
N 1.5176 1.4541 -0.3284 1.2 0.4 -0.7 0.49
O -4.9368 1.6665 1.5918 -3.1 2.7 -1.2 -0.35
O 1.3155 2.5447 0.1763 0.4 0.4 -0.1 -0.41
O 2.5202 1.0416 -0.9138 0.1 1.5 0.4 -0.36
F -4.1319 -1.5914 -1.5472 1.6 1.9 1.2 -0.48
Cl -2.9747 -0.2700 -0.7163 -2.5 -2.3 -2.5 0.28
Br 1.4691 -2.7687 -0.2922 0.0 0.2 -0.1 -0.87
H 0.9965 -0.4862 -0.6624 -0.7 -0.8 0.9 0.33
```
Forces are in eV/Å.

Summary:
- Energy above the lowest of the compared OMol25 structures with the same formula, charge and spin: 42.90 kcal/mol
- E: -99920.9381 eV
- Spin multiplicity: 1
- LUMO level (spin up / spin down): -0.2 / -0.2 eV
- Charge: -1
- Gap between HOMO and LUMO (spin up / spin down): 4.462 / 4.463 eV



(4)
The molecule C2H6N6. Source: OMol25; level of theory: wB97M-V/def2-TZVPD.

```
14
Properties=species:S:1:pos:R:3:forces:R:3:nbo_charge:R:1
C 1.3167 0.0047 0.0804 5.9 -6.5 -5.1 0.55
C -1.3478 0.0729 0.1277 -3.3 -2.0 -1.6 0.55
H 3.0658 -0.6478 -0.3049 2.5 -4.6 -0.5 0.33
H 1.1310 -2.0392 -0.3742 -0.3 0.6 0.7 0.40
H -1.1806 -1.9322 0.4460 0.5 1.1 0.4 0.39
H -3.1063 0.6304 -0.7183 1.3 -0.9 0.6 0.35
H -1.0166 2.1246 0.1218 0.0 0.0 0.4 0.40
H 1.0466 1.8955 0.4232 2.3 1.0 0.4 0.40
N 2.5667 0.1243 -0.2319 -2.8 5.0 1.6 -0.77
N 0.5864 -1.1692 -0.3232 -1.3 1.9 2.5 -0.50
N -0.5708 -1.1292 0.7384 -0.9 0.9 -3.2 -0.48
N -2.5578 -0.1820 -0.3224 1.9 1.3 1.3 -0.72
N -0.5895 1.2422 -0.0994 -2.3 -3.3 -0.1 -0.47
N 0.6563 1.0049 0.4367 -3.3 5.5 2.8 -0.43
```
Forces are in eV/Å.

Summary:
- Energy above the lowest of the compared OMol25 structures with the same formula, charge and spin: 61.22 kcal/mol
- SMILES string: N=C1NNC(=N)NN1
- E: -11107.6433 eV
- Spin multiplicity: 1
- LUMO level: 0.7 eV
- Gap between HOMO and LUMO: 9.151 eV